Below is a cluster of 11 separate species, C37H81N7O15 in total in a non-equilibrium geometry, with properties calculated with ωB97M-V/def2-TZVPD.

Its SMILES is CCOC(C)=O.CCOC(C)=O.CCOC(C)=O.CCOC(C)=O.CN(C)C=O.CN(C)C=O.CN(C)C=O.CN(C)C=O.CN(C)C=O.CN(C)C=O.CN(C)C=O. Its gap between HOMO and LUMO is 0.341 Eh. The LUMO energy is 0.002 hartree. As for the spin multiplicity: 1. The value obtained for the HOMO energy is -9.232 eV. The calculated total energy is -80822.6107 eV.

The geometry in XYZ format:
```
140
C37H81N7O15 | the OMol25 dataset | ωB97M-V/def2-TZVPD
C -1.038 -5.616 2.523
C -0.051 -6.737 2.063
O -0.017 -6.848 0.672
C -0.851 -7.645 0.043
C -0.772 -7.471 -1.450
O -1.664 -8.463 0.490
H -0.647 -4.608 2.385
H -1.052 -5.549 3.611
H -2.056 -5.617 2.134
H 0.900 -6.384 2.463
H -0.271 -7.710 2.502
H -1.392 -8.207 -1.962
H 0.233 -7.680 -1.816
H -1.021 -6.440 -1.699
C -2.530 -0.080 -1.335
C -1.095 0.403 -1.169
O -1.061 1.762 -0.829
C -0.907 2.171 0.467
C -0.768 3.661 0.636
O -0.929 1.487 1.489
H -2.730 -1.149 -1.265
H -2.948 0.159 -2.313
H -3.189 0.340 -0.574
H -0.388 -0.228 -0.630
H -0.718 0.429 -2.191
H 0.243 3.874 0.290
H -0.863 4.009 1.665
H -1.491 4.255 0.077
C 10.944 6.744 0.487
C 10.487 5.703 1.521
O 9.171 5.276 1.276
C 8.860 4.275 0.316
C 7.383 4.087 0.435
O 9.608 3.694 -0.473
H 10.801 6.374 -0.529
H 12.008 6.968 0.553
H 10.436 7.690 0.673
H 11.176 4.862 1.598
H 10.516 6.166 2.507
H 7.058 3.308 -0.254
H 6.705 4.909 0.205
H 7.195 3.756 1.456
C 3.284 8.922 5.620
C 4.569 9.799 5.436
O 5.448 9.375 6.469
C 6.748 9.673 6.392
C 7.589 9.146 7.550
O 7.227 10.346 5.512
H 2.825 9.010 6.604
H 3.547 7.864 5.599
H 2.593 9.102 4.796
H 4.918 9.632 4.417
H 4.278 10.850 5.455
H 7.163 8.165 7.761
H 7.658 9.817 8.406
H 8.601 9.126 7.146
C -9.183 -8.624 -0.606
N -8.873 -7.230 -0.728
C -9.718 -6.442 -1.704
C -7.926 -6.634 0.020
O -7.795 -5.388 0.005
H -10.257 -8.767 -0.489
H -8.665 -9.116 0.218
H -8.815 -9.055 -1.537
H -10.590 -6.918 -2.153
H -10.070 -5.579 -1.139
H -9.129 -6.028 -2.523
H -7.289 -7.299 0.623
C 7.707 -4.974 -1.625
N 7.095 -4.207 -0.520
C 8.000 -3.362 0.293
C 5.749 -4.210 -0.350
O 5.083 -3.430 0.333
H 7.032 -5.636 -2.168
H 8.521 -5.594 -1.249
H 8.125 -4.222 -2.295
H 8.584 -4.041 0.914
H 8.634 -2.737 -0.335
H 7.454 -2.748 1.009
H 5.377 -5.070 -0.929
C 3.101 -1.011 5.911
N 2.486 -0.780 7.221
C 1.194 -0.075 7.264
C 3.044 -1.249 8.373
O 4.191 -1.790 8.479
H 3.063 -0.058 5.383
H 2.621 -1.846 5.401
H 4.141 -1.306 6.049
H 0.384 -0.746 6.979
H 0.928 0.331 8.241
H 1.145 0.753 6.557
H 2.382 -1.097 9.239
C -2.284 4.294 -7.688
N -3.026 3.211 -8.304
C -2.398 1.884 -8.179
C -3.959 3.511 -9.262
O -4.492 2.693 -10.001
H -2.202 4.190 -6.606
H -2.665 5.300 -7.867
H -1.253 4.367 -8.035
H -1.352 2.011 -8.456
H -2.352 1.697 -7.106
H -2.895 1.067 -8.701
H -4.248 4.565 -9.131
C -8.647 0.854 -2.284
N -8.450 2.169 -2.862
C -9.028 2.194 -4.220
C -7.621 3.089 -2.449
O -7.344 4.130 -2.996
H -8.211 0.029 -2.847
H -9.695 0.573 -2.183
H -8.098 0.770 -1.346
H -8.838 3.135 -4.736
H -8.601 1.424 -4.861
H -10.117 2.203 -4.180
H -7.206 2.706 -1.503
C 2.926 -6.393 -7.699
N 2.489 -5.063 -7.419
C 2.847 -4.456 -6.134
C 1.674 -4.464 -8.320
O 1.313 -3.286 -8.144
H 2.111 -6.988 -8.111
H 3.205 -6.911 -6.781
H 3.933 -6.400 -8.117
H 2.284 -4.885 -5.305
H 3.927 -4.605 -6.122
H 2.595 -3.396 -6.131
H 1.434 -5.074 -9.204
C -5.656 0.934 4.369
N -7.007 1.444 4.401
C -8.040 0.606 3.850
C -7.263 2.626 4.961
O -8.427 2.976 5.095
H -5.505 0.071 5.018
H -4.912 1.707 4.559
H -5.205 0.608 3.431
H -7.537 0.035 3.070
H -8.385 -0.133 4.573
H -8.893 1.150 3.444
H -6.381 3.259 5.145
```